Density functional theory data (ωB97M-V/def2-TZVPD) for a gas-phase ion, C23H46FO3P2 (charge +1).

Positions of all 75 atoms, in Å:
C: 1.12 -4.79 5.18
C: 1.61 -3.70 5.19
C: 2.15 -2.34 5.10
P: 1.70 -1.69 3.47
F: 2.10 -2.80 2.47
C: 2.56 -0.14 3.20
C: 2.50 0.44 1.75
C: 1.78 -0.41 0.69
C: 1.47 0.47 -0.56
C: 2.68 1.25 -1.09
C: 2.27 2.00 -2.39
C: 2.94 1.46 -3.68
C: 1.94 1.09 -4.80
C: 1.87 2.14 -5.90
C: 0.90 1.84 -7.08
C: -0.09 0.69 -6.87
C: -1.18 0.68 -7.98
C: -2.43 1.48 -7.60
C: -2.38 2.97 -8.08
C: -0.09 -1.37 3.46
C: -0.69 -1.20 4.85
P: -2.29 -0.31 4.72
O: -2.24 0.61 3.58
O: -2.52 0.49 6.07
C: -2.52 -0.29 7.29
C: -1.32 0.12 8.18
O: -3.48 -1.36 4.66
C: -3.73 -1.94 3.36
C: -4.97 -2.80 3.43
H: 0.72 -5.74 4.90
H: 3.24 -2.41 5.20
H: 1.78 -1.69 5.90
H: 2.06 0.57 3.88
H: 3.59 -0.25 3.54
H: 3.54 0.54 1.42
H: 2.10 1.45 1.79
H: 2.45 -1.20 0.35
H: 0.82 -0.79 1.02
H: 0.68 1.16 -0.25
H: 1.12 -0.19 -1.35
H: 2.97 2.03 -0.38
H: 3.53 0.60 -1.31
H: 1.19 1.89 -2.52
H: 2.45 3.07 -2.28
H: 3.57 2.25 -4.09
H: 3.56 0.59 -3.42
H: 0.95 0.89 -4.37
H: 2.27 0.15 -5.26
H: 2.87 2.23 -6.33
H: 1.65 3.12 -5.46
H: 0.33 2.74 -7.30
H: 1.48 1.63 -7.98
H: 0.40 -0.29 -6.86
H: -0.59 0.81 -5.91
H: -0.71 1.10 -8.88
H: -1.43 -0.35 -8.23
H: -2.55 1.49 -6.51
H: -3.32 1.03 -8.04
H: -2.17 3.63 -7.24
H: -1.61 3.07 -8.85
H: -3.32 3.26 -8.55
H: -0.63 -2.13 2.90
H: -0.21 -0.42 2.92
H: -0.08 -0.59 5.52
H: -0.86 -2.16 5.34
H: -3.43 -0.10 7.84
H: -2.45 -1.36 7.07
H: -0.63 -0.73 8.25
H: -1.62 0.41 9.18
H: -0.80 0.95 7.68
H: -2.88 -2.57 3.08
H: -3.84 -1.18 2.59
H: -5.06 -3.43 2.54
H: -5.87 -2.19 3.52
H: -4.93 -3.44 4.31

Values from the calculation:
Highest occupied orbital energy: -11.89 eV
Charge: +1
Lowest unoccupied orbital energy: -2.7 eV
Electronic energy: -1912.04796 Ha

---

Density functional theory data (ωB97M-V/def2-TZVPD) for 2 unconnected molecules or ions with the total composition C5H14NO.

Positions of all 21 atoms, in Å:
C: -1.00 -0.94 -1.32
C: 1.06 1.41 -1.87
C: -0.65 -0.92 1.72
C: 1.10 0.56 1.52
C: -0.51 0.23 -0.44
N: 0.28 -0.43 0.82
O: -1.40 1.15 -0.07
H: -1.21 -1.75 -0.68
H: -0.09 -1.15 -1.99
H: -1.83 -0.51 -1.93
H: 0.78 2.35 -1.57
H: 0.65 0.95 -2.76
H: 1.82 0.98 -1.37
H: -1.47 -1.48 1.23
H: -0.32 -1.51 2.57
H: -1.16 -0.03 2.09
H: 0.62 1.50 1.88
H: 1.41 -0.08 2.33
H: 2.10 1.09 1.17
H: 0.88 -1.19 0.46
H: -2.27 1.02 -0.67

Values from the calculation:
Energy above the lowest of the compared OMol25 structures with the same formula, charge and spin: 134.53 kcal per mole
Highest occupied orbital energy (alpha / beta): -12.45 / -12.44 eV
Charge: +1
Lowest unoccupied orbital energy (alpha / beta): -3.5 / -3.6 eV
Electronic energy: -328.47185 Ha

---

Density functional theory data (ωB97M-V/def2-TZVPD) for 2 unconnected molecules or ions with the total composition C3H4BrF.

Positions of all 9 atoms, in Å:
C: -1.62 -1.13 -0.05
C: -0.36 -0.87 -0.25
C: 1.61 1.41 0.21
F: 2.70 0.57 0.30
Br: -2.89 0.38 0.39
H: -2.25 -1.95 -0.34
H: 0.46 -1.36 -0.44
H: 0.98 1.48 1.03
H: 1.36 1.47 -0.85

Values from the calculation:
Energy above the lowest of the compared OMol25 structures with the same formula, charge and spin: 119.15 kcal per mole
Highest occupied orbital energy (alpha / beta): -9.01 / -9.72 eV
Lowest unoccupied orbital energy (alpha / beta): -1.2 / 0.1 eV
Electronic energy: -2790.37401 Ha

---

Density functional theory data (ωB97M-V/def2-TZVPD) for 2 unconnected molecules or ions with the total composition C2H8NOS.

Positions of all 13 atoms, in Å:
C: -1.47 -1.60 0.52
C: -0.46 -0.43 0.80
S: 0.35 0.32 -0.63
N: -1.74 -1.92 -0.87
H: -2.46 -1.39 0.95
H: -1.13 -2.41 1.17
H: 0.33 -0.66 1.52
H: -0.97 0.42 1.29
H: -0.87 -1.71 -1.35
H: -2.46 -1.33 -1.26
H: 3.37 2.63 0.34
H: 1.83 2.10 0.61
O: 2.50 2.79 0.71

Values from the calculation:
Energy above the lowest of the compared OMol25 structures with the same formula, charge and spin: 8.77 kcal per mole
Expectation value of S²: 0.75
Highest occupied orbital energy (alpha / beta): -9.67 / -9.52 eV
Multiplicity: 2
Lowest unoccupied orbital energy (alpha / beta): 0.8 / -2.3 eV
Electronic energy: -609.11373 Ha

---

Density functional theory data (ωB97M-V/def2-TZVPD) for a molecular structure, C14H18Br18F3NO2.

Positions of all 56 atoms, in Å:
C: 3.79 -0.89 -0.70
C: 2.14 -0.97 -0.88
C: 1.39 -1.73 0.38
C: 0.27 -2.66 -0.37
C: -1.33 -2.35 -0.19
C: -1.88 -1.04 -0.99
O: -3.32 -1.33 -1.32
C: -1.92 0.34 -0.08
F: -2.90 0.28 1.05
F: -2.37 1.44 -1.01
F: -0.59 0.75 0.44
N: 0.84 -2.89 -1.76
C: 1.56 -1.66 -2.28
O: 1.65 -1.26 -3.55
H: 4.10 -1.22 0.40
H: 4.35 -1.63 -1.43
H: 4.21 0.21 -0.86
H: 1.87 0.17 -1.08
H: 2.15 -2.53 0.81
H: 1.11 -1.11 1.33
H: 0.37 -3.70 0.22
H: -1.67 -2.33 0.95
H: -1.90 -3.29 -0.66
H: -1.36 -0.85 -2.04
H: -3.49 -1.07 -2.29
H: 0.26 -3.44 -2.44
C: -6.18 2.12 -1.68
Br: -4.91 1.20 -0.54
Br: -6.74 3.83 -0.92
Br: -5.52 2.33 -3.50
H: -7.08 1.50 -1.74
C: 4.45 -1.03 4.12
Br: 5.79 0.23 3.48
Br: 2.66 -0.25 4.10
Br: 4.52 -2.71 3.15
H: 4.69 -1.25 5.17
C: 3.84 -4.26 -4.09
Br: 3.46 -4.60 -5.97
Br: 5.49 -3.27 -3.84
Br: 2.34 -3.40 -3.19
H: 3.98 -5.24 -3.61
C: -9.89 2.85 1.48
Br: -11.47 3.95 1.71
Br: -9.42 1.91 3.12
Br: -10.06 1.63 -0.02
H: -9.06 3.52 1.25
C: 6.08 3.63 1.12
Br: 4.64 4.50 2.08
Br: 7.42 2.89 2.33
Br: 5.42 2.28 -0.12
H: 6.58 4.40 0.52
C: 0.24 3.69 2.79
Br: 1.65 4.14 4.06
Br: 0.90 3.68 0.96
Br: -0.64 2.02 3.25
H: -0.51 4.48 2.86

Values from the calculation:
Highest occupied orbital energy: -8.54 eV
Lowest unoccupied orbital energy: -0.3 eV
Electronic energy: -47380.93705 Ha

---

Density functional theory data (ωB97M-V/def2-TZVPD) for a molecular structure, C14H23F3NPZn.

Positions of all 43 atoms, in Å:
C: 0.45 3.38 -3.80
C: -0.83 3.06 -3.34
C: -1.04 2.00 -2.43
C: 0.05 1.28 -1.94
C: 1.33 1.62 -2.38
C: 1.54 2.67 -3.30
C: -2.48 1.66 -2.13
C: -2.89 0.19 -1.79
N: -1.83 -0.83 -2.10
Zn: -0.23 -0.40 -0.78
C: 2.56 0.89 -1.86
P: 2.07 -0.68 -1.06
H: -1.71 3.60 -3.71
H: 2.57 2.86 -3.62
H: 0.60 4.19 -4.53
H: 3.09 1.48 -1.08
H: 3.28 0.65 -2.66
H: -2.85 2.29 -1.30
H: -3.07 1.97 -3.01
H: -3.14 0.09 -0.72
C: 3.47 -1.06 0.04
C: 2.28 -1.84 -2.46
H: -3.79 -0.12 -2.35
C: -1.37 -0.71 -3.53
C: -2.42 -2.20 -1.88
H: -0.62 -1.18 0.94
H: -1.72 -1.58 -4.10
H: -1.77 0.19 -3.98
H: -0.27 -0.67 -3.58
H: -2.73 -2.61 -2.85
H: -1.68 -2.88 -1.43
H: -3.31 -2.15 -1.23
H: 3.35 -2.05 -2.63
H: 1.74 -2.78 -2.25
H: 1.85 -1.42 -3.38
H: 4.42 -0.96 -0.50
H: 3.46 -0.35 0.89
H: 3.36 -2.07 0.45
H: -0.78 -1.83 0.49
F: -1.19 1.51 1.24
C: 0.08 1.01 0.96
F: 0.86 2.12 0.74
F: 0.56 0.48 2.14

Values from the calculation:
Energy above the lowest of the compared OMol25 structures with the same formula, charge and spin: 0.00 kcal per mole
Highest occupied orbital energy: -7.02 eV
Lowest unoccupied orbital energy: 0.2 eV
Electronic energy: -3022.17536 Ha

---

Q: electronic energy of number 6 (C14H23F3NPZn)?
A: -3022.17536 Ha